No. 1
Here is C21H58N4NbS as an isolated structure in a non-equilibrium geometry from OMol25. Energies are from ωB97M-V/def2-TZVPD.

Positions of all 85 atoms, in Å:
H 1.098 2.700 -1.153
H -1.715 -4.054 -1.086
H 2.056 -2.256 4.054
N -4.508 0.951 -4.850
H 4.899 1.901 6.026
H 4.751 -1.488 2.804
H 4.790 0.392 4.081
H 3.303 1.355 6.574
H -4.246 -5.300 -2.293
N 1.587 3.911 0.471
C 0.465 4.837 0.454
H 2.763 6.444 0.666
H -4.537 1.824 -4.327
C 3.935 1.509 5.698
C 3.054 -1.817 4.137
C 2.701 4.351 1.285
H -5.143 -5.835 1.067
H 2.763 2.635 -0.643
H 4.095 5.944 1.709
C -2.229 -4.664 -1.832
H -3.233 -2.084 -0.815
H -0.260 0.891 -5.668
N 2.886 -0.448 4.598
N -4.321 -4.598 -0.356
H 1.766 0.280 -3.454
H -0.672 3.988 -1.203
H -3.485 -7.539 1.260
H -5.483 0.685 -4.957
H -1.884 -5.694 -1.724
H -1.856 -0.669 -5.434
H -2.483 -1.880 -3.324
H 2.313 4.493 2.301
H 1.026 1.959 -5.070
H -1.061 3.306 0.375
C 1.943 0.368 3.839
C -4.473 -5.924 0.204
C 0.304 1.186 -4.783
H 3.423 1.397 2.619
C 3.453 5.627 0.885
H -3.614 -1.471 0.800
H -2.793 -3.811 0.924
H 2.217 3.747 -2.910
C -3.828 -3.614 0.595
Nb -3.216 -0.429 -4.186
H -1.130 0.127 -2.305
H 0.692 5.775 -0.078
H -1.925 -4.291 -2.810
H -4.999 -6.536 -0.536
H 4.061 -3.108 2.728
C 4.137 0.202 4.949
H -1.618 4.932 -0.056
H 3.469 2.270 5.070
H 4.084 5.475 0.010
H 1.753 1.771 2.200
C -3.898 -2.202 0.040
H -3.984 -1.832 -5.121
H -2.569 -6.030 1.267
H 1.587 5.118 -2.013
H -4.305 -0.792 -2.721
C 1.930 3.323 -0.819
H -2.620 -7.023 -0.189
H -2.398 1.322 -2.127
H 1.612 1.183 4.487
H 4.682 -0.501 5.587
C -1.798 0.779 -2.873
H 0.278 5.120 1.495
C 3.815 -2.049 2.827
C -3.749 -4.526 -1.701
H -4.453 -3.710 1.491
H -4.905 -1.970 -0.309
S -0.794 2.079 -3.648
H -4.035 -3.573 -2.149
C 2.423 0.968 2.516
H 0.304 -0.691 -3.694
H 1.493 -0.597 -4.980
H 1.059 -0.252 3.668
H 3.229 -1.763 1.955
H 3.407 3.518 1.340
H 3.566 -2.360 4.937
C 1.010 -0.020 -4.186
C 2.287 4.282 -1.961
H 3.296 4.685 -1.869
C -0.790 4.226 -0.146
H 2.454 0.237 1.709
C -3.208 -6.670 0.657

HOMO energy: -4.317 eV
Frontier orbital gap: 6.66 eV
Charge: -1
E_tot: -1508.9143 a.u.
Maximum force: 1.17 eV Å⁻¹
Multiplicity: 1

No. 2
Here is the molecule C17H16ClNO3 from OMol25. Energies are from ωB97M-V/def2-TZVPD.

Positions of all 38 atoms, in Å:
C -4.001 -1.389 -0.868
H 2.898 -2.495 0.559
C -0.718 2.629 1.569
H -2.851 2.800 1.596
C -0.489 -1.142 0.557
C 1.397 1.435 -1.337
C 0.301 -1.343 -0.571
N 1.702 -1.339 -0.484
C 2.355 -0.265 0.247
C -2.509 -1.391 -0.770
H 3.082 1.749 -0.010
O 3.702 -2.119 0.974
H 3.393 0.696 -1.394
C 0.401 2.294 0.829
C -1.702 -1.633 -1.873
H -1.107 1.503 -2.086
H 1.702 0.039 1.071
O 4.507 -0.073 1.315
H 0.274 -1.774 -2.670
H -4.403 -0.446 -0.502
C -0.324 -1.607 -1.786
C -2.127 2.154 -0.313
O 1.314 1.385 -2.545
H 1.378 2.388 1.278
H 2.116 -1.454 -1.404
H -4.421 -2.185 -0.253
H -4.319 -1.536 -1.896
C -1.982 2.549 1.007
H -0.604 2.953 2.593
C -1.866 -1.152 0.441
H -2.166 -1.830 -2.828
C 0.261 1.870 -0.493
C -1.014 1.823 -1.059
H -0.048 -0.972 1.526
C 2.657 0.961 -0.631
C 3.649 -0.793 0.898
H -3.108 2.104 -0.760
Cl -2.803 -0.845 1.862

HOMO energy: -8.653 eV
Frontier orbital gap: 8.67 eV
E_tot: -1398.1218 a.u.
Maximum force: 0.67 eV Å⁻¹
Energy relative to the best compared isomer or geometry (same formula, charge and spin): 37.6 kJ/mol
Multiplicity: 1
SMILES: Cc1ccc(N[C@H](CC(=O)c2ccccc2)C(=O)O)cc1Cl

LUMO energy: 2.3465 0.0136 (eV)